{
  "formula": "C4H14N3",
  "method": "ωB97M-V with the def2-TZVPD basis set",
  "species": ["C", "C", "N", "N", "N", "H", "H", "H", "H", "H", "H", "H", "H", "C", "C", "H", "H", "H", "H", "H", "H"],
  "xyz": [[1.419, -1.239, -0.658], [0.900, 0.219, 1.298], [0.657, -0.195, 0.065], [2.108, 0.082, 1.871], [-0.055, 0.854, 1.976], [-0.267, -0.028, -0.305], [2.775, -0.591, 1.533], [2.066, 0.000, 2.881], [-0.970, 0.859, 1.592], [0.104, 1.135, 2.927], [2.361, -1.478, -0.191], [1.611, -0.814, -1.645], [0.746, -2.063, -0.847], [-2.437, -0.561, -2.257], [-2.210, 0.927, -1.871], [-3.505, -0.727, -2.368], [-1.816, -0.838, -3.101], [-2.185, -1.155, -1.385], [-2.988, 1.207, -1.176], [-1.249, 1.004, -1.374], [-2.250, 1.552, -2.756]],
  "lumo_ev": -3.072,
  "mol_weight_g_mol": 104.18,
  "homo_lumo_gap_ev": 11.87,
  "relative_energy_kj_mol": 38.9,
  "energy_ha": -324.8500,
  "charge": 1,
  "homo_ha": -0.5490
}